Record 1
Formula: CH3FN2OS
Source: the OMol25 dataset
Level of theory: ωB97M-V/def2-TZVPD

The value obtained for the molar mass is 110.11 g mol⁻¹. Its SMILES is [H]/N=C\F.ON=S. As for the total energy: -722.59255 hartree. Its energy above the lowest of the compared OMol25 structures with the same formula, charge and spin is 226.5 kJ/mol. The value obtained for the gap between HOMO and LUMO is 8.197 eV. Its HOMO energy is -9.1 eV.

Structure (ORCA input):
```
! wB97M-V def2-TZVPD RIJCOSX def2/J DEFGRID3
* xyz 0 1
H 1.532 1.540 0.827
N 0.995 0.667 0.881
C 0.621 0.474 -0.287
F 0.940 1.202 -1.370
H -0.234 -0.224 -0.499
O -1.478 -0.638 1.452
N -1.707 -1.373 2.598
S -2.456 -2.738 2.375
H -1.023 0.092 1.908
*
```

These are the Mulliken partial charges, in e, on atoms 1 to 5:
1 H 0.237
2 N -0.520
3 C 0.230
4 F -0.218
5 H 0.297

---

Record 2
Formula: C4H7BN2O
Source: the OMol25 dataset
Level of theory: ωB97M-V/def2-TZVPD

The value obtained for the molar mass is 109.92 g mol⁻¹. As for the total energy: -366.16685 hartree. Its energy above the lowest of the compared OMol25 structures with the same formula, charge and spin is 213.5 kJ/mol. The value obtained for the gap between HOMO and LUMO is 8.333 eV. Its HOMO energy is -7.7 eV.

Structure (ORCA input):
```
! wB97M-V def2-TZVPD RIJCOSX def2/J DEFGRID3
* xyz 0 1
B 1.843 -0.416 0.185
C 1.334 -0.610 1.804
C -0.011 -0.302 1.844
C 0.614 0.154 -0.907
C -1.832 0.460 -1.124
N -0.849 -0.017 0.904
N -0.570 0.183 -0.369
O 3.080 -0.522 -0.336
H 0.747 0.516 -1.882
H 1.897 -0.750 2.612
H -0.534 -0.496 2.730
H -2.229 1.280 -0.524
H -1.412 0.722 -2.125
H -2.392 -0.475 -0.997
H 3.881 -0.956 -0.078
*
```

These are the Mulliken partial charges, in e, on atoms 1 to 5:
1 B 0.260
2 C -0.613
3 C -0.219
4 C -0.146
5 C -0.738

---

Record 3
Formula: C29H66GeN3O4PtS2Si4
Source: the OMol25 dataset
Level of theory: ωB97M-V/def2-TZVPD

The value obtained for the molar mass is 965.03 g mol⁻¹. As for the total energy: -5760.70571 hartree. Its energy above the lowest of the compared OMol25 structures with the same formula, charge and spin is 0.0 kJ/mol. The value obtained for the gap between HOMO and LUMO (spin up / spin down) is 7.150 / 6.592 eV. Its HOMO energy (spin up / spin down) is -6.6 / -8.0 eV. Its expectation value of S² is 3.761.

Structure (ORCA input):
```
! wB97M-V def2-TZVPD RIJCOSX def2/J DEFGRID3
* xyz 0 4
Pt 0.139 -0.610 0.802
C 0.265 4.634 -1.145
C 0.982 3.720 -0.160
C 2.462 4.066 -0.078
C 0.342 3.803 1.217
O 0.826 2.353 -0.567
Si 1.199 1.494 -1.893
S 0.563 -0.491 -1.516
O 2.776 1.625 -2.286
C 3.991 0.909 -2.043
C 4.048 -0.301 -2.965
C 4.050 0.474 -0.586
C 5.116 1.881 -2.365
O 0.337 2.094 -3.152
C 0.589 2.136 -4.562
C -0.705 2.623 -5.201
C 1.717 3.116 -4.861
C 0.928 0.734 -5.053
H 0.313 5.669 -0.800
H -0.783 4.342 -1.233
H 0.719 4.577 -2.133
H 2.588 5.084 0.295
H 2.935 3.992 -1.057
H 2.963 3.382 0.608
H 0.332 4.834 1.574
H 0.904 3.193 1.927
H -0.680 3.426 1.178
H 3.185 -0.947 -2.794
H 4.957 -0.875 -2.777
H 4.055 0.015 -4.010
H 3.255 -0.245 -0.388
H 3.917 1.327 0.080
H 5.011 0.006 -0.362
H 5.028 2.232 -3.394
H 6.086 1.395 -2.247
H 5.076 2.743 -1.698
H -1.035 3.541 -4.713
H -1.492 1.872 -5.107
H -0.554 2.829 -6.262
H 1.432 4.125 -4.558
H 1.921 3.128 -5.933
H 2.626 2.835 -4.331
H 0.125 0.043 -4.793
H 1.852 0.378 -4.595
H 1.059 0.727 -6.137
C -3.224 0.837 3.565
Si -2.618 -0.930 3.725
C -4.049 -1.982 4.354
C -1.238 -0.987 5.000
Ge -1.872 -1.876 1.664
Si -1.003 -4.056 2.080
C -2.209 -5.336 2.765
C 0.413 -3.941 3.320
C -0.410 -4.733 0.422
Si -3.629 -2.067 0.069
C -4.745 -0.550 -0.014
C -4.695 -3.536 0.565
C -2.920 -2.379 -1.642
H -3.518 1.201 4.554
H -4.088 0.913 2.903
H -2.441 1.482 3.167
H -4.360 -1.615 5.337
H -3.768 -3.031 4.466
H -4.915 -1.931 3.691
H -1.412 -0.235 5.774
H -0.257 -0.798 4.561
H -1.203 -1.964 5.487
H -2.870 -4.946 3.540
H -1.629 -6.152 3.205
H -2.833 -5.762 1.979
H 0.009 -3.955 4.335
H 0.994 -3.022 3.216
H 1.089 -4.794 3.223
H -1.276 -5.059 -0.161
H 0.255 -5.594 0.537
H 0.096 -3.970 -0.167
H -4.848 -0.051 0.951
H -5.738 -0.856 -0.352
H -4.363 0.183 -0.727
H -5.107 -3.426 1.570
H -4.137 -4.471 0.534
H -5.532 -3.622 -0.134
H -2.094 -1.698 -1.856
H -3.691 -2.229 -2.404
H -2.545 -3.400 -1.740
C 5.822 -2.497 3.000
C 4.486 -2.320 2.352
C 3.995 -3.228 1.419
C 2.741 -2.982 0.890
N 2.051 -1.914 1.260
C 2.622 -1.051 2.123
S 1.614 0.349 2.383
N 3.799 -1.228 2.697
H 6.231 -3.490 2.822
H 5.738 -2.321 4.071
H 6.517 -1.755 2.603
H 4.564 -4.097 1.126
H 2.280 -3.635 0.161
C -3.592 3.230 0.422
N -2.818 2.632 -0.645
C -3.047 3.092 -1.997
C -2.018 1.582 -0.410
O -1.826 1.098 0.701
H -4.642 2.928 0.359
H -3.536 4.318 0.351
H -3.191 2.903 1.377
H -4.074 2.890 -2.314
H -2.353 2.590 -2.668
H -2.867 4.168 -2.066
H -1.534 1.187 -1.310
*
```

These are the Mulliken partial charges, in e, on atoms 1 to 5:
1 Pt 2.624
2 C -1.472
3 C 1.737
4 C -1.424
5 C -1.425

---

Record 4
Formula: C2H3NS4
Source: the OMol25 dataset
Level of theory: ωB97M-V/def2-TZVPD

The value obtained for the molar mass is 169.32 g mol⁻¹. As for the total energy: -1725.38231 hartree. Its energy above the lowest of the compared OMol25 structures with the same formula, charge and spin is 0.0 kJ/mol. The value obtained for the gap between HOMO and LUMO (spin up / spin down) is 7.478 / 6.588 eV. Its HOMO energy (spin up / spin down) is -7.0 / -9.7 eV. Its expectation value of S² is 2.007.

Structure (ORCA input):
```
! wB97M-V def2-TZVPD RIJCOSX def2/J DEFGRID3
* xyz 0 3
C 1.540 0.424 -2.301
C -1.018 -0.178 1.070
N 1.508 -0.770 -2.074
S 1.549 1.882 -2.866
S 0.161 0.561 2.100
S -2.053 -1.436 1.994
S -1.142 0.164 -0.554
H 0.881 -1.297 -1.541
H 0.791 1.350 1.171
H -2.216 -0.700 3.002
*
```

These are the Mulliken partial charges, in e, on atoms 1 to 5:
1 C 0.418
2 C 0.166
3 N -0.422
4 S -0.293
5 S -0.178

---

Record 5
Formula: C3H4N2O2
Source: the OMol25 dataset
Level of theory: ωB97M-V/def2-TZVPD

The value obtained for the molar mass is 100.08 g mol⁻¹. As for the total energy: -376.61423 hartree. Its energy above the lowest of the compared OMol25 structures with the same formula, charge and spin is 392.7 kJ/mol. The value obtained for the gap between HOMO and LUMO is 9.417 eV. Its HOMO energy is -8.9 eV.

Structure (ORCA input):
```
! wB97M-V def2-TZVPD RIJCOSX def2/J DEFGRID3
* xyz 0 1
N -1.799 -0.416 0.074
C -0.530 -0.194 -0.133
C -0.247 1.151 0.274
O 1.177 1.132 0.529
C 1.680 -0.045 0.134
O 2.817 -0.413 0.228
N 0.616 -0.851 -0.390
H -2.327 -1.137 -0.410
H -1.665 0.755 0.667
H -0.442 1.882 -0.513
H 0.748 -1.847 -0.470
*
```

These are the Mulliken partial charges, in e, on atoms 1 to 5:
1 N -0.458
2 C 0.365
3 C -0.507
4 O -0.255
5 C 0.425

---

Record 6
Formula: C46H65BrIN4O28S
Source: the OMol25 dataset
Level of theory: ωB97M-V/def2-TZVPD

The value obtained for the molar mass is 1360.90 g mol⁻¹. As for the total energy: -7386.65970 hartree. The value obtained for the gap between HOMO and LUMO is 6.770 eV. Its HOMO energy is -10.9 eV.

Structure (ORCA input):
```
! wB97M-V def2-TZVPD RIJCOSX def2/J DEFGRID3
* xyz 1 1
C 6.943 -2.775 -1.727
C 6.226 -1.618 -2.157
C 5.179 -0.320 -2.089
C 3.638 -0.788 -1.637
C 3.756 -1.363 -0.106
C 2.375 -2.001 0.505
C 1.039 -1.005 0.606
C -0.273 -1.845 0.092
C -1.772 -1.451 0.621
Br -1.794 -0.231 2.224
C -2.502 -0.590 -0.612
C -1.784 0.905 -0.816
N 0.220 -3.296 0.264
I 0.031 -3.595 2.338
C -0.646 -4.422 -0.254
C -0.807 -4.488 -1.883
S -2.613 -4.012 -2.286
C -2.696 -3.136 -3.939
N -3.754 -2.203 -4.511
N -3.311 -1.799 -5.781
C -1.949 -2.484 -5.981
O -1.539 -3.346 -4.835
C 1.627 -3.240 -0.309
N 2.582 -4.386 -0.098
C 2.946 -5.010 -1.262
C 2.998 -6.681 -1.233
C 3.390 -4.307 -2.672
H 7.577 -3.671 -1.260
H 5.536 0.459 -1.259
H 5.173 0.188 -3.148
H 3.150 -1.537 -2.405
H 2.993 0.212 -1.721
H 4.029 -0.427 0.581
H 4.616 -2.144 0.066
H 2.770 -2.469 1.531
H 1.250 -0.215 -0.248
H 1.095 -0.631 1.713
H -0.317 -1.535 -1.055
H -2.485 -2.354 0.832
H -3.638 -0.350 -0.379
H -2.426 -1.138 -1.652
H -1.913 1.247 -1.950
H -0.628 0.881 -0.601
H -2.300 1.709 -0.132
H -0.224 -5.424 0.231
H -1.746 -4.312 0.196
H -0.027 -3.863 -2.491
H -0.725 -5.627 -2.203
H -1.266 -2.418 -6.943
H 1.479 -2.761 -1.365
H 2.486 -7.135 -0.278
H 2.594 -7.154 -2.249
H 4.161 -6.936 -1.226
H 2.524 -3.605 -3.097
H 4.344 -3.641 -2.542
H 3.613 -5.078 -3.540
C 4.981 3.087 -0.488
C 4.363 4.187 0.313
O 2.987 3.857 0.312
C 2.901 2.513 0.091
O 1.875 1.862 0.194
O 4.113 1.992 -0.260
H 5.997 2.852 -0.159
H 4.996 3.308 -1.560
H 4.722 4.203 1.347
H 4.527 5.171 -0.136
C -4.128 3.117 3.642
C -3.159 2.277 4.409
O -2.708 3.149 5.428
C -3.678 4.095 5.599
O -3.698 4.905 6.511
O -4.623 4.016 4.617
H -4.941 2.526 3.211
H -3.644 3.692 2.845
H -3.635 1.407 4.873
H -2.323 1.938 3.792
C -4.236 -0.213 -8.859
C -3.421 0.837 -8.176
O -2.574 1.312 -9.206
C -3.196 1.038 -10.390
O -2.829 1.459 -11.474
O -4.283 0.233 -10.202
H -5.244 -0.294 -8.443
H -3.759 -1.198 -8.830
H -4.032 1.668 -7.810
H -2.834 0.433 -7.346
C -4.419 6.627 9.384
C -3.449 5.787 10.151
O -2.999 6.659 11.170
C -3.969 7.605 11.341
O -3.988 8.414 12.253
O -4.913 7.525 10.359
H -5.232 6.036 8.953
H -3.935 7.201 8.587
H -3.926 4.917 10.615
H -2.613 5.447 9.534
C 0.014 8.188 11.410
C 0.550 8.615 10.083
O 1.834 9.120 10.397
C 2.214 8.534 11.570
O 3.334 8.611 12.047
O 1.179 7.850 12.139
H -0.658 7.329 11.332
H -0.506 8.999 11.931
H 0.661 7.776 9.388
H -0.066 9.386 9.613
C -5.031 -7.591 -1.150
C -6.084 -7.222 -0.156
O -5.344 -6.655 0.907
C -4.166 -6.211 0.379
O -3.360 -5.519 0.977
O -4.008 -6.643 -0.906
H -5.388 -7.519 -2.181
H -4.629 -8.596 -0.981
H -6.780 -6.470 -0.544
H -6.654 -8.090 0.187
C 10.601 -1.868 0.418
C 11.578 -1.179 -0.478
O 10.840 -0.082 -0.982
C 9.845 0.173 -0.084
O 9.123 1.156 -0.115
O 9.762 -0.816 0.855
H 11.088 -2.355 1.268
H 9.994 -2.607 -0.115
H 12.449 -0.799 0.066
H 11.921 -1.823 -1.293
C -2.558 -6.420 -9.155
C -1.249 -5.864 -8.697
O -1.487 -4.471 -8.644
C -2.834 -4.303 -8.496
O -3.372 -3.238 -8.246
O -3.499 -5.484 -8.662
H -2.753 -7.416 -8.749
H -2.637 -6.458 -10.247
H -0.973 -6.215 -7.697
H -0.435 -6.093 -9.391
C -2.398 5.448 -0.688
C -2.874 6.496 0.265
O -4.140 6.014 0.673
C -4.131 4.662 0.481
O -4.998 3.904 0.883
O -3.026 4.271 -0.217
H -1.310 5.339 -0.678
H -2.727 5.638 -1.716
H -2.229 6.583 1.146
H -2.966 7.478 -0.207
*
```

These are the Mulliken partial charges, in e, on atoms 1 to 5:
1 C -0.409
2 C -0.365
3 C 0.045
4 C -0.357
5 C -0.483

---

Record 7
Formula: C36H103NO16
Source: the OMol25 dataset
Level of theory: ωB97M-V/def2-TZVPD

The value obtained for the molar mass is 806.21 g mol⁻¹. As for the total energy: -2691.73151 hartree. The value obtained for the gap between HOMO and LUMO is 8.456 eV. Its HOMO energy is -8.3 eV.

Structure (ORCA input):
```
! wB97M-V def2-TZVPD RIJCOSX def2/J DEFGRID3
* xyz 0 1
C 0.459 -1.065 1.156
C -0.160 0.338 1.025
C -1.699 0.027 0.947
C -2.547 1.206 1.286
C -2.235 1.711 2.662
C -0.755 2.234 2.698
N 0.226 1.246 2.145
O 1.612 1.487 2.318
C -0.817 3.563 1.891
C -0.412 2.602 4.155
C 0.180 0.965 -0.364
H 1.544 -1.089 1.250
H 0.276 -1.698 0.287
H 0.182 -1.553 2.091
H -1.979 -0.237 -0.073
H -2.005 -0.812 1.572
H -3.593 0.903 1.252
H -2.487 1.990 0.531
H -2.545 0.979 3.407
H -2.893 2.567 2.814
H -1.051 3.512 0.827
H -1.436 4.353 2.317
H 0.221 3.893 1.928
H -0.852 3.552 4.457
H -0.794 1.902 4.898
H 0.657 2.747 4.315
H -0.011 0.321 -1.222
H 1.265 1.037 -0.450
H -0.161 1.994 -0.480
H 1.772 2.248 1.755
O 6.704 -1.168 4.831
H 7.345 -0.506 4.570
H 5.865 -0.824 4.526
O -7.596 -4.124 1.916
H -6.734 -4.521 1.789
H -7.505 -3.601 2.712
O -2.124 -4.691 6.776
H -3.035 -4.401 6.827
H -2.150 -5.464 6.213
O -6.488 -2.248 7.389
H -6.837 -1.411 7.695
H -7.258 -2.808 7.288
O 1.854 -1.578 6.868
H 1.053 -2.088 6.743
H 1.975 -1.114 6.040
O 5.650 4.359 -1.495
H 6.098 3.517 -1.580
H 5.070 4.401 -2.255
C 0.717 0.383 15.627
C -0.585 0.865 15.068
C -0.551 1.556 13.688
O -1.275 -0.376 15.004
H 0.721 -0.390 16.395
H 1.399 1.199 15.864
H 1.316 -0.093 14.850
H -1.088 1.500 15.797
H 0.024 0.949 12.989
H -0.072 2.528 13.805
H -1.558 1.672 13.289
H -0.735 -0.956 14.463
C 6.925 1.400 10.590
C 7.300 -0.081 10.911
C 7.800 -0.128 12.353
O 6.114 -0.907 10.987
H 6.224 1.818 11.313
H 6.500 1.536 9.596
H 7.824 2.008 10.490
H 8.006 -0.476 10.182
H 8.073 -1.135 12.667
H 7.012 0.203 13.030
H 8.749 0.408 12.382
H 5.839 -1.080 10.084
C -7.105 -5.239 -4.658
C -8.331 -4.327 -4.814
C -7.820 -2.884 -4.759
O -8.964 -4.520 -6.052
H -6.750 -5.381 -3.637
H -6.293 -4.907 -5.304
H -7.345 -6.252 -4.983
H -9.090 -4.602 -4.082
H -7.273 -2.505 -5.623
H -7.336 -2.677 -3.805
H -8.773 -2.373 -4.618
H -9.724 -5.103 -5.983
C -5.985 7.904 -4.941
C -6.573 6.668 -4.230
C -6.810 6.792 -2.729
O -7.768 6.413 -4.841
H -5.093 8.291 -4.449
H -6.718 8.711 -4.965
H -5.744 7.648 -5.973
H -5.976 5.790 -4.478
H -7.637 7.494 -2.625
H -5.902 7.105 -2.213
H -7.155 5.865 -2.271
H -7.604 6.234 -5.770
C 2.629 10.470 -1.388
C 2.393 11.801 -2.140
C 1.024 12.378 -1.919
O 3.399 12.712 -1.768
H 3.518 9.876 -1.603
H 1.732 9.852 -1.366
H 2.731 10.667 -0.321
H 2.524 11.493 -3.178
H 0.850 13.338 -2.405
H 0.903 12.451 -0.838
H 0.159 11.784 -2.214
H 4.201 12.185 -1.799
C -1.155 -6.318 -10.400
C -1.693 -4.767 -10.161
C -0.962 -4.009 -9.027
O -1.501 -4.027 -11.292
H -0.118 -6.391 -10.728
H -1.667 -6.744 -11.263
H -1.303 -6.991 -9.555
H -2.720 -4.731 -9.799
H 0.068 -3.795 -9.315
H -0.972 -4.698 -8.182
H -1.427 -3.070 -8.727
H -0.542 -4.022 -11.331
C 1.915 6.490 -9.101
C 1.568 5.666 -7.856
C 1.057 4.264 -8.248
O 2.686 5.437 -7.106
H 2.717 6.065 -9.704
H 2.112 7.542 -8.894
H 1.100 6.464 -9.825
H 0.759 6.142 -7.301
H 1.752 3.774 -8.929
H 0.147 4.320 -8.846
H 0.970 3.604 -7.385
H 3.309 5.127 -7.768
C 0.798 -10.190 -1.712
C 0.494 -11.525 -2.376
C 0.833 -11.703 -3.873
O 1.115 -12.460 -1.645
H 0.388 -9.413 -2.357
H 1.874 -10.029 -1.645
H 0.258 -10.095 -0.770
H -0.595 -11.565 -2.348
H 0.023 -11.241 -4.438
H 0.918 -12.684 -4.343
H 1.734 -11.136 -4.106
H 0.657 -13.286 -1.816
C 6.891 -6.617 -3.916
C 6.645 -5.736 -5.220
C 5.238 -5.030 -5.356
O 7.612 -4.717 -5.235
H 6.461 -7.616 -3.990
H 6.392 -6.139 -3.072
H 7.961 -6.643 -3.710
H 6.869 -6.327 -6.108
H 4.933 -4.631 -4.388
H 4.476 -5.786 -5.546
H 5.165 -4.216 -6.078
H 7.938 -4.752 -6.138
*
```

These are the Mulliken partial charges, in e, on atoms 1 to 5:
1 C -1.862
2 C 1.441
3 C -1.042
4 C -0.721
5 C -1.105